Record 1
Here is a molecular structure, C20H68F2HgNO18S2 at a distorted geometry from the OMol25 dataset. Energies are from ωB97M-V/def2-TZVPD.

Atoms and positions in Å:
Hg1 -1.594 -1.874 3.030
N1 -0.875 -1.142 1.120
S1 0.317 -1.472 0.126
O1 1.462 -0.642 0.381
O2 -0.051 -1.845 -1.221
F1 0.725 -2.892 0.772
S2 -1.504 0.163 0.256
O3 -2.488 -0.216 -0.720
O4 -0.611 1.256 -0.010
F2 -2.426 0.677 1.473
C1 -5.260 2.166 2.270
O5 -5.330 3.587 2.173
H1 -5.450 1.880 3.311
H2 -6.051 1.742 1.656
H3 -4.249 1.785 2.135
H4 -5.881 3.821 1.424
C2 0.153 -3.780 -4.600
O6 -1.235 -3.999 -4.871
H5 0.621 -4.739 -4.380
H6 0.633 -3.272 -5.435
H7 0.240 -3.133 -3.723
H8 -1.726 -3.591 -4.153
C3 -2.903 -4.053 -1.260
O7 -2.423 -3.101 -2.183
H9 -3.723 -4.575 -1.744
H10 -2.089 -4.707 -0.923
H11 -3.262 -3.541 -0.352
H12 -1.737 -2.577 -1.748
C4 1.038 -2.281 5.251
O8 0.504 -2.333 3.899
H13 2.097 -2.546 5.230
H14 1.018 -1.263 5.636
H15 0.567 -3.035 5.877
H16 1.284 -2.476 3.348
C5 2.344 1.164 3.233
O9 3.133 0.463 4.178
H17 1.422 0.605 3.031
H18 2.078 2.138 3.637
H19 2.840 1.279 2.267
H20 3.111 -0.482 4.020
C6 -0.856 -5.080 2.568
O10 -1.693 -4.038 2.101
H21 -1.391 -5.975 2.885
H22 -0.133 -5.356 1.799
H23 -0.330 -4.724 3.452
H24 -2.398 -4.388 1.541
O11 -1.561 0.081 4.181
H25 -1.590 1.041 3.947
H26 -1.628 0.047 5.143
C7 -6.212 2.190 -1.533
C8 -5.074 1.814 -2.486
O12 -4.724 2.780 -3.449
H27 -7.130 2.394 -2.082
H28 -5.987 3.041 -0.880
H29 -6.390 1.360 -0.845
H30 -5.494 0.979 -3.051
H31 -4.217 1.427 -1.927
H32 -4.547 3.594 -2.964
C9 3.567 -3.941 -0.602
C10 2.721 -3.688 -1.835
O13 3.284 -4.371 -2.949
H33 4.513 -3.426 -0.775
H34 3.772 -4.985 -0.360
H35 3.165 -3.500 0.312
H36 2.626 -2.639 -2.108
H37 1.707 -4.072 -1.662
H38 3.548 -5.246 -2.653
C11 1.875 0.684 -2.684
C12 2.900 1.586 -3.337
O14 2.262 2.824 -3.648
H39 1.326 1.180 -1.886
H40 2.339 -0.230 -2.312
H41 1.200 0.379 -3.487
H42 3.287 1.137 -4.255
H43 3.737 1.792 -2.660
H44 2.940 3.455 -3.907
C13 5.796 0.304 1.938
C14 5.036 -0.717 1.107
O15 5.424 -2.039 1.449
H45 6.875 0.352 1.795
H46 5.545 0.118 2.984
H47 5.442 1.327 1.771
H48 5.176 -0.527 0.038
H49 3.964 -0.610 1.282
H50 6.215 -2.265 0.954
C15 -1.814 0.581 -4.150
C16 -1.358 1.990 -3.812
O16 -0.343 2.376 -4.759
H51 -2.575 0.262 -3.433
H52 -0.998 -0.134 -4.247
H53 -2.308 0.570 -5.123
H54 -1.003 2.103 -2.783
H55 -2.179 2.696 -3.942
H56 0.454 2.586 -4.253
C17 -1.594 3.980 1.759
C18 -1.110 3.622 3.153
O17 -2.033 2.717 3.793
H57 -1.449 3.154 1.067
H58 -1.067 4.868 1.409
H59 -2.652 4.253 1.772
H60 -0.984 4.537 3.736
H61 -0.145 3.115 3.142
H62 -2.823 3.244 3.957
C19 1.771 3.481 0.200
C20 2.657 4.545 -0.446
O18 3.773 4.893 0.381
H63 0.844 3.367 -0.367
H64 1.506 3.615 1.248
H65 2.243 2.496 0.121
H66 2.094 5.461 -0.616
H67 3.048 4.187 -1.399
H68 4.436 4.205 0.276

Output
E_LUMO	-6.5	eV
E_HOMO	-10.806	eV
electronic energy	-91454.3337	eV
frontier orbital gap	4.354	eV
total charge	+1

---

Record 2
Here is 12 unconnected molecules or ions with the total composition C20H68N12O12 at a distorted geometry from the OMol25 dataset. Energies are from ωB97M-V/def2-TZVPD.

Atoms and positions in Å:
C1 -3.604 12.045 19.897
O1 -2.528 11.640 19.571
N1 -3.866 13.352 19.984
N2 -4.703 11.407 20.216
H1 -3.077 13.979 19.920
H2 -4.788 13.620 20.300
H3 -4.732 10.404 20.101
H4 -5.491 11.983 20.478
C2 -6.250 14.013 12.897
O2 -5.568 13.081 12.522
N3 -6.132 15.241 12.489
N4 -7.281 13.797 13.664
H5 -5.388 15.487 11.851
H6 -6.851 15.891 12.773
H7 -7.554 12.845 13.862
H8 -7.692 14.598 14.123
C3 -7.848 7.072 12.307
O3 -7.140 7.893 12.851
N5 -8.972 7.362 11.670
N6 -7.425 5.873 12.086
H9 -9.499 6.723 11.092
H10 -9.366 8.291 11.715
H11 -6.441 5.904 12.312
H12 -7.872 5.227 11.451
C4 -5.730 8.274 16.279
O4 -5.257 7.161 16.334
N7 -6.295 8.763 15.262
N8 -5.825 9.159 17.214
H13 -6.486 8.165 14.470
H14 -6.581 9.732 15.272
H15 -5.479 8.857 18.113
H16 -6.541 9.853 17.053
C5 -9.338 10.559 14.613
C6 -9.230 11.078 16.048
C7 -8.185 12.153 16.402
O5 -6.884 11.535 16.229
C8 -5.783 12.322 16.628
N9 -10.584 11.463 16.419
H17 -10.104 9.810 14.411
H18 -8.392 10.207 14.203
H19 -9.664 11.304 13.888
H20 -8.931 10.155 16.544
H21 -8.335 12.382 17.457
H22 -8.302 13.051 15.795
H23 -4.858 11.747 16.606
H24 -5.794 12.650 17.668
H25 -5.722 13.290 16.131
H26 -10.917 12.202 15.816
H27 -10.700 11.893 17.325
C9 -6.274 13.666 22.686
C10 -7.074 12.947 21.604
C11 -8.618 12.703 21.817
O6 -9.247 12.013 20.641
C12 -9.060 10.588 20.501
N10 -6.885 13.506 20.282
H28 -6.624 14.674 22.912
H29 -5.218 13.517 22.459
H30 -6.365 13.156 23.645
H31 -6.757 11.916 21.448
H32 -9.062 13.696 21.886
H33 -8.743 12.285 22.816
H34 -9.355 10.459 19.459
H35 -9.670 9.919 21.108
H36 -8.019 10.267 20.476
H37 -6.963 14.513 20.279
H38 -7.729 13.236 19.798
C13 -13.623 12.046 14.629
C14 -13.098 13.370 15.131
C15 -13.283 13.543 16.686
O7 -14.679 13.616 16.882
C16 -15.024 13.903 18.221
N11 -11.727 13.509 14.728
H39 -12.923 11.249 14.880
H40 -13.669 11.926 13.547
H41 -14.624 11.950 15.048
H42 -13.584 14.209 14.634
H43 -12.910 14.531 16.958
H44 -12.951 12.673 17.252
H45 -16.086 13.702 18.356
H46 -15.002 14.983 18.360
H47 -14.385 13.314 18.880
H48 -11.278 14.362 15.030
H49 -11.624 13.614 13.728
C17 -2.912 13.986 14.961
C18 -2.223 15.283 14.404
C19 -0.693 15.431 14.794
O8 -0.650 15.646 16.202
C20 -0.886 17.043 16.550
N12 -2.319 15.148 12.957
H50 -2.684 13.942 16.026
H51 -2.566 13.078 14.465
H52 -3.996 13.979 14.850
H53 -2.671 16.214 14.753
H54 -0.094 16.210 14.323
H55 -0.145 14.515 14.574
H56 -1.129 17.685 15.704
H57 -0.005 17.439 17.056
H58 -1.687 17.069 17.289
H59 -3.271 15.090 12.623
H60 -1.887 14.299 12.625
O9 -9.731 10.103 11.581
H61 -10.270 10.893 11.532
H62 -8.841 10.428 11.719
O10 -11.749 8.884 16.755
H63 -11.181 9.648 16.657
H64 -12.241 8.843 15.935
O11 -11.120 13.325 19.080
H65 -10.768 12.671 19.684
H66 -11.009 14.158 19.537
O12 -12.614 10.098 19.338
H67 -12.801 10.960 18.967
H68 -12.520 9.524 18.578

Output
E_LUMO	-0.2	eV
E_HOMO	-8.434	eV
electronic energy	-64292.8263	eV
frontier orbital gap	8.195	eV

---

Record 3
Here is a molecular structure, C20H7Cl16F5O4S at a distorted geometry from the OMol25 dataset. Energies are from ωB97M-V/def2-TZVPD.

Atoms and positions in Å:
O1 2.416 3.785 -0.411
C1 1.661 2.683 -0.419
C2 1.590 1.582 0.838
C3 1.576 1.986 2.427
C4 1.533 0.745 3.548
C5 1.506 -0.855 3.143
C6 1.497 -1.259 1.534
C7 1.527 -0.017 0.462
C8 1.491 -0.383 -1.160
O2 2.116 -1.426 -1.713
C9 0.619 0.673 -2.099
C10 -0.281 0.040 -3.316
C11 -1.144 1.097 -4.239
S1 -2.218 0.368 -5.594
O3 -1.567 0.525 -7.018
O4 -2.274 -1.189 -5.345
C12 -3.997 0.959 -5.569
F1 -4.809 -0.114 -6.249
F2 -4.147 2.174 -6.415
C13 -4.647 1.140 -4.075
F3 -4.070 2.240 -3.269
F4 -6.100 1.495 -4.290
F5 -4.642 -0.081 -3.236
C14 -1.002 2.721 -3.905
C15 -0.088 3.342 -2.677
C16 0.722 2.270 -1.738
H1 1.585 3.119 2.763
H2 1.542 0.977 4.717
H3 1.476 -1.751 3.903
H4 1.467 -2.370 1.126
H5 -0.303 -1.119 -3.479
H6 -1.626 3.439 -4.588
H7 -0.020 4.511 -2.476
C17 6.121 -1.310 -2.086
Cl1 7.695 -0.804 -1.421
Cl2 4.827 -0.885 -0.937
Cl3 5.836 -0.478 -3.635
Cl4 6.126 -3.072 -2.349
C18 -2.455 -1.485 0.509
Cl5 -3.168 -2.903 1.319
Cl6 -2.766 -1.583 -1.243
Cl7 -3.189 0.002 1.160
Cl8 -0.698 -1.457 0.800
C19 -0.220 -4.512 5.323
Cl9 -1.292 -3.916 4.030
Cl10 0.916 -3.222 5.794
Cl11 -1.198 -4.986 6.734
Cl12 0.696 -5.922 4.733
C20 0.276 1.045 8.017
Cl13 -1.504 1.108 8.054
Cl14 0.837 -0.406 8.886
Cl15 0.833 0.976 6.326
Cl16 0.939 2.501 8.801

Output
E_LUMO	-2.4	eV
E_HOMO	-9.332	eV
electronic energy	-253799.6418	eV
frontier orbital gap	6.941	eV
relative energy (zero: lowest compared OMol25 entry of this formula, charge and spin)	23.3078	eV

---

Record 4
Here is a molecular structure, C21H11Cl5N2O3OsS at a distorted geometry from the OMol25 dataset. Energies are from ωB97M-V/def2-TZVPD.

Atoms and positions in Å:
Os1 0.660 0.378 1.184
O1 -1.371 -0.330 1.482
S1 -1.226 -1.593 0.685
O2 -1.312 -2.840 1.347
N1 0.363 -1.224 0.276
C1 1.409 -1.796 -0.483
C2 1.388 -2.968 -1.183
C3 2.550 -3.369 -1.878
C4 3.683 -2.605 -1.861
C5 3.720 -1.385 -1.138
C6 4.842 -0.531 -1.074
C7 4.773 0.633 -0.352
C8 3.594 0.958 0.322
N2 2.520 0.179 0.288
C9 2.570 -0.989 -0.445
C10 -2.222 -1.520 -0.723
C11 -2.373 -0.308 -1.397
C12 -3.163 -0.286 -2.528
C13 -3.787 -1.453 -2.963
C14 -3.631 -2.649 -2.275
C15 -2.839 -2.697 -1.140
H1 0.500 -3.587 -1.199
H2 2.533 -4.299 -2.429
H3 4.567 -2.922 -2.399
H4 5.750 -0.802 -1.597
H5 5.615 1.306 -0.286
H6 3.516 1.866 0.904
H7 -1.896 0.595 -1.035
H8 -3.304 0.638 -3.071
H9 -4.410 -1.425 -3.847
H10 -4.131 -3.544 -2.618
H11 -2.713 -3.612 -0.578
Cl1 -3.050 4.950 4.767
C16 -2.122 4.151 3.609
C17 -1.258 3.114 4.020
Cl2 -1.113 2.656 5.651
C18 -0.504 2.499 3.053
Cl3 0.648 1.247 3.429
C19 -0.570 2.850 1.691
O3 0.182 2.205 0.819
C20 -1.430 3.894 1.291
Cl4 -1.509 4.292 -0.357
C21 -2.200 4.536 2.250
Cl5 -3.254 5.785 1.788

Output
E_LUMO (spin up / spin down)	-9.1 / -9.3	eV
E_HOMO (spin up / spin down)	-14.716 / -14.654	eV
electronic energy	-106975.2319	eV
frontier orbital gap (spin up / spin down)	5.568 / 5.325	eV
total charge	+2